Entry 1:
Here is C14H19CrN2O6 as an isolated structure from the OMol25 dataset. Energies are from ωB97M-V/def2-TZVPD.

Geometry (Å):
Cr1 1.15377 -0.46674 -0.30612
O1 0.25121 2.96456 -2.43132
C1 0.64285 2.23405 -1.55344
O2 0.82057 0.90943 -1.66306
C2 0.71337 2.69620 -0.07765
C3 -0.42002 1.89904 0.57456
C4 -0.88029 2.59468 1.79812
C5 0.27137 2.26915 2.78281
C6 1.25582 1.54348 1.93749
O3 0.34225 0.76602 1.10564
C7 1.97732 2.38577 0.89443
C8 3.09423 1.53397 0.21123
O4 4.10770 2.08708 -0.13691
O5 2.87527 0.25247 0.05822
H1 0.51781 3.77651 -0.00538
H2 -1.19958 1.50026 -0.10168
H3 -1.84988 2.20990 2.03890
H4 -1.01150 3.63661 1.52904
H5 -0.19852 1.62406 3.52458
H6 0.64482 3.14432 3.30210
H7 1.91455 0.79503 2.46302
H8 2.45093 3.31780 1.19765
C9 2.75235 -2.88144 0.50131
O6 1.62295 -2.16952 0.13411
H9 2.85213 -3.68719 -0.24327
H10 2.58065 -3.34728 1.50591
H11 3.66010 -2.29492 0.50980
C10 -4.02343 -2.40202 0.17874
C11 -2.81260 -2.08758 -0.61681
C12 -2.43796 -2.17563 -1.94107
C13 -1.10876 -1.66276 -2.00491
N1 -0.74823 -1.26093 -0.78133
N2 -1.77035 -1.50427 0.04157
C14 -0.28244 -1.63981 -3.26512
H12 -4.93710 -2.25831 -0.40597
H13 -4.15113 -1.72875 1.03498
H14 -4.01196 -3.42619 0.64028
H15 -3.05197 -2.54522 -2.75957
H16 -1.45337 -1.57036 1.04360
H17 0.68771 -2.05999 -2.97163
H18 -0.15043 -0.64082 -3.71414
H19 -0.69018 -2.33062 -4.02869

Values from the calculation:
Spin multiplicity: 4
E_HOMO (alpha / beta) (eV): -9.1372 / -9.2323
⟨S²⟩: 3.7743
Lowest unoccupied orbital energy (alpha / beta) (eV): -0.07 / 0.02
Net charge: 0
ΔE to the lowest compared entry with this formula, charge and spin (kcal per mole): 0.0
Gap between HOMO and LUMO (alpha / beta) (eV): 9.0692 / 9.2494
DFT total energy (eV): -58514.271



Entry 2:
Here is one molecule with the formula C8H10 from the OMol25 dataset. Energies are from ωB97M-V/def2-TZVPD.

Geometry (Å):
C1 2.48134 0.24203 0.52167
C2 1.58873 -0.41419 -0.60094
C3 0.14346 -0.18831 -0.34125
C4 -0.73791 -1.23725 -0.11651
C5 -2.04423 -1.15062 0.15306
C6 -2.58550 0.14436 0.16201
C7 -1.79057 1.28315 -0.05262
C8 -0.45744 1.08459 -0.31867
H1 2.50906 -0.25411 1.47862
H2 2.26242 1.42461 0.74669
H3 3.67746 -0.00408 0.44482
H4 1.76530 -1.28409 -0.62514
H5 1.77094 0.11016 -1.52287
H6 -0.28218 -2.33001 -0.10095
H7 -2.67533 -1.83028 0.32604
H8 -3.49661 0.23462 0.37581
H9 -2.47105 2.27304 -0.23627
H10 0.34211 1.89637 -0.29350

Values from the calculation:
E_HOMO (eV): -8.9224
Lowest unoccupied orbital energy (eV): 1.01
Net charge: 0
ΔE to the lowest compared entry with this formula, charge and spin (kcal per mole): 84.9
Gap between HOMO and LUMO (eV): 9.9364
DFT total energy (eV): -8454.586



Entry 3:
Here is a 2-piece molecular cluster, CH5O2P2S overall from the OMol25 dataset. Energies are from ωB97M-V/def2-TZVPD.

Geometry (Å):
C1 -0.08249 1.29996 0.81373
O1 0.81971 -1.65853 -0.38857
O2 -0.72470 -0.57772 -1.92114
P1 0.07163 -0.15915 1.78427
P2 0.71070 -0.41079 -1.17221
S1 2.26045 -0.04731 -2.50396
H1 0.83956 1.89958 0.57572
H2 -1.10479 1.66755 0.62503
H3 -0.96056 -1.51026 -1.86519
H4 -0.72240 0.18946 2.87798
H5 -1.10711 -0.69278 1.17433

Values from the calculation:
E_HOMO (alpha / beta) (eV): -3.9195 / -3.9167
Lowest unoccupied orbital energy (alpha / beta) (eV): 3.21 / 3.21
Net charge: -1
ΔE to the lowest compared entry with this formula, charge and spin (kcal per mole): 52.0
Gap between HOMO and LUMO (alpha / beta) (eV): 7.1322 / 7.1299
DFT total energy (eV): -34626.722



Q: Number 2 is which compound?
A: C8H10



Q: Which of these has the highest ΔE to the lowest compared entry with this formula, charge and spin?
A: C8H10



Q: The lowest net charge belongs to which entry?
A: CH5O2P2S



What did the first record say?
Here is C14H19CrN2O6 as an isolated structure from the OMol25 dataset. Energies are from ωB97M-V/def2-TZVPD.

Geometry (Å):
Cr1 1.15377 -0.46674 -0.30612
O1 0.25121 2.96456 -2.43132
C1 0.64285 2.23405 -1.55344
O2 0.82057 0.90943 -1.66306
C2 0.71337 2.69620 -0.07765
C3 -0.42002 1.89904 0.57456
C4 -0.88029 2.59468 1.79812
C5 0.27137 2.26915 2.78281
C6 1.25582 1.54348 1.93749
O3 0.34225 0.76602 1.10564
C7 1.97732 2.38577 0.89443
C8 3.09423 1.53397 0.21123
O4 4.10770 2.08708 -0.13691
O5 2.87527 0.25247 0.05822
H1 0.51781 3.77651 -0.00538
H2 -1.19958 1.50026 -0.10168
H3 -1.84988 2.20990 2.03890
H4 -1.01150 3.63661 1.52904
H5 -0.19852 1.62406 3.52458
H6 0.64482 3.14432 3.30210
H7 1.91455 0.79503 2.46302
H8 2.45093 3.31780 1.19765
C9 2.75235 -2.88144 0.50131
O6 1.62295 -2.16952 0.13411
H9 2.85213 -3.68719 -0.24327
H10 2.58065 -3.34728 1.50591
H11 3.66010 -2.29492 0.50980
C10 -4.02343 -2.40202 0.17874
C11 -2.81260 -2.08758 -0.61681
C12 -2.43796 -2.17563 -1.94107
C13 -1.10876 -1.66276 -2.00491
N1 -0.74823 -1.26093 -0.78133
N2 -1.77035 -1.50427 0.04157
C14 -0.28244 -1.63981 -3.26512
H12 -4.93710 -2.25831 -0.40597
H13 -4.15113 -1.72875 1.03498
H14 -4.01196 -3.42619 0.64028
H15 -3.05197 -2.54522 -2.75957
H16 -1.45337 -1.57036 1.04360
H17 0.68771 -2.05999 -2.97163
H18 -0.15043 -0.64082 -3.71414
H19 -0.69018 -2.33062 -4.02869

Values from the calculation:
Spin multiplicity: 4
E_HOMO (alpha / beta) (eV): -9.1372 / -9.2323
⟨S²⟩: 3.7743
Lowest unoccupied orbital energy (alpha / beta) (eV): -0.07 / 0.02
Net charge: 0
ΔE to the lowest compared entry with this formula, charge and spin (kcal per mole): 0.0
Gap between HOMO and LUMO (alpha / beta) (eV): 9.0692 / 9.2494
DFT total energy (eV): -58514.271